Formula: C4H10F6Li6N5O20S6
Source: OMol25
Level of theory: the ωB97M-V functional and the def2-TZVPD basis

```
57
Properties=species:S:1:pos:R:3:forces:R:3:mulliken_spin:R:1
Li 0.788 9.866 19.941 -0.5 0.2 0.5 0.000
O -2.441 10.155 23.075 4.5 0.6 -2.3 0.000
F 0.886 7.548 21.890 -0.6 0.9 -0.2 0.000
C 3.194 12.445 16.147 1.7 1.3 -1.3 0.000
F -3.307 3.468 18.014 0.2 -0.1 -1.3 0.000
O -0.164 8.630 18.578 0.0 0.3 0.9 0.000
H 0.174 12.486 20.178 0.1 -0.3 -0.3 0.000
O 3.224 9.457 16.181 0.0 -1.1 -2.3 0.000
O -0.307 8.229 23.870 -0.2 1.2 -2.4 0.000
O -2.138 2.097 19.559 1.6 1.3 -0.4 0.000
O 0.275 5.956 15.050 -3.8 6.2 1.1 0.132
N -1.164 4.186 18.378 2.2 2.4 2.7 0.001
N 2.574 8.307 13.747 1.9 -0.2 4.1 0.001
S 0.373 8.816 22.744 4.5 -2.9 2.5 0.000
N 0.654 4.925 14.616 3.8 -1.9 -0.6 -0.034
F 2.196 9.005 11.588 0.3 0.3 0.5 0.000
H 1.035 13.185 18.685 0.4 0.0 0.8 0.000
C -0.439 11.953 16.823 0.1 0.3 0.1 0.000
O -0.299 11.620 23.073 -2.1 -4.4 -2.4 0.000
S 3.213 9.360 12.780 1.2 3.5 -4.9 0.000
C 0.129 12.771 19.126 -0.2 1.1 -2.1 0.000
H -1.175 12.743 16.676 -0.2 0.1 0.3 0.000
H 4.108 11.949 16.474 -0.5 -0.5 0.2 0.000
Li -1.680 8.412 20.268 -0.1 -0.9 0.1 0.000
H 3.226 12.502 15.059 -0.2 -0.6 -0.2 0.000
O 5.167 8.529 14.917 -3.4 0.6 -0.6 0.000
S -0.547 4.941 19.768 5.8 1.1 0.4 0.000
O 1.608 9.541 23.043 -2.5 -0.8 -1.8 0.000
F 0.970 5.173 19.078 -2.0 0.3 0.4 0.000
O -3.132 4.222 20.136 2.5 1.0 0.0 0.001
O -1.041 6.281 19.948 -0.3 0.0 -0.5 0.000
O 2.895 10.736 13.166 0.3 -2.0 -0.2 0.001
O 2.017 11.868 16.624 -1.4 -0.9 0.5 0.000
S 3.723 8.589 15.085 1.2 -2.7 3.7 0.000
H 3.347 13.495 16.398 -0.6 0.2 0.7 0.000
N -0.311 8.293 17.391 4.1 4.1 3.6 -0.002
H 0.899 12.494 14.980 -0.6 -0.9 -0.2 0.000
Li -1.843 7.086 14.888 -0.1 0.2 0.1 -0.001
O 0.626 4.025 15.410 0.0 -2.8 -0.4 0.418
Li 0.678 8.259 14.442 1.5 0.4 0.2 0.002
O 1.285 4.922 13.569 -0.5 -1.2 -0.3 0.479
H 0.864 13.509 16.320 0.1 0.3 0.1 0.000
S -1.171 10.584 22.381 -6.2 8.1 4.8 0.000
S -2.253 3.487 19.248 -8.8 -5.6 0.2 -0.001
Li -1.547 5.368 16.861 0.3 -0.7 1.3 -0.001
Li 1.760 10.158 17.526 0.5 0.4 -1.4 0.000
H -0.613 13.560 19.000 -0.2 0.0 0.4 0.000
O 0.431 8.815 16.576 1.1 0.6 -2.4 0.001
O -0.184 4.160 20.920 -1.4 0.7 -1.9 0.000
O -1.128 7.528 17.109 -5.8 -5.3 -3.0 0.003
H -0.912 11.052 16.432 0.3 -0.2 0.0 0.000
O 4.537 9.073 12.280 -2.2 0.2 1.0 0.000
C 0.818 12.450 16.067 1.0 1.1 1.6 0.000
F 3.395 7.119 15.751 -0.2 1.0 -0.7 -0.001
F -1.735 11.479 21.178 -0.2 0.0 -0.5 0.000
N -0.567 9.539 21.400 3.1 -2.6 1.9 0.000
O -0.240 11.680 18.237 0.5 -1.3 -0.1 0.000
```
Positions in Å, forces in eV/Å.

Results
Total charge   +2
Spin multiplicity   2
Total energy   -4969.570351 hartree
Maximum force   0.2178 hartree/bohr